# C16H38AgClN4O6

A structure of composition C16H38AgClN4O6 in a non-equilibrium geometry (ωB97M-V with the def2-TZVPD basis set, the Open Molecules 2025 dataset).

Geometry as ORCA input:
```
! RIJCOSX wB97M-V def2-TZVPD def2/J DEFGRID3
* xyz 0 1
Cl -2.57 -1.46 2.54
N -0.81 -3.06 -3.37
C 0.82 5.14 4.25
C 0.00 3.87 4.74
H 0.13 1.46 2.41
C -0.29 5.45 2.10
H -0.53 6.23 1.37
H 2.21 -0.32 -3.14
N -2.05 1.79 -2.80
H 2.89 -4.35 0.40
H 2.29 -3.03 -0.59
C 1.58 0.45 -2.70
H 1.76 4.92 3.74
H 1.17 -2.26 -3.87
H 1.73 1.42 -3.18
H -2.08 -0.04 -3.94
H -1.70 2.52 -3.39
H 1.67 -4.66 -0.88
H -0.92 4.28 5.16
C 1.72 0.40 -1.20
H 1.04 1.23 3.82
H 3.63 0.30 1.03
H -3.59 0.95 -3.86
C -1.19 3.38 -1.23
H -0.20 -1.34 -4.47
H 0.26 -2.83 -5.21
H 3.49 -1.45 0.90
H -1.64 -4.92 2.14
C 2.97 -0.51 0.73
O 1.01 1.07 -0.45
H -0.14 3.31 -1.51
C -2.23 -3.69 -1.52
H -1.20 4.86 2.20
H 1.50 2.55 2.69
N 0.38 -4.74 1.53
H 0.42 4.76 1.65
H -1.59 4.24 -1.78
H -3.15 -3.14 -1.30
C 0.15 -2.34 -4.24
C 2.00 -3.97 -0.10
H -2.50 -4.44 -2.26
N 2.66 -0.38 -0.69
O -0.82 -1.66 -1.57
H -0.69 -3.64 2.98
H -0.33 -5.20 3.33
H -1.28 3.72 -0.20
H -1.34 -3.79 -3.81
O 0.12 5.97 3.36
H 0.56 3.41 5.55
H 3.17 -1.02 -1.28
C -0.66 -4.61 2.48
H 1.12 5.59 5.20
C -2.72 0.59 -3.32
H 0.58 0.16 -3.04
C 0.93 -3.68 0.94
Ag -0.81 -0.44 0.46
O -0.30 2.96 3.65
H -3.19 -0.01 -2.53
H 2.10 -0.50 1.38
H -1.90 -4.12 -0.57
C 0.67 2.02 3.17
H 0.62 -5.64 1.13
O -2.34 1.40 -0.53
O 0.51 -2.54 1.13
C -1.18 -2.72 -2.13
C -1.92 2.09 -1.51
*
```

Computed properties:
- LUMO: 0.00005 Eh
- HOMO-LUMO gap: 6.96 eV
- Relative energy (zero: lowest compared OMol25 entry of this formula, charge and spin): 29.60 kcal per mole

# C16H38AsIrN6O5Si2

A structure of composition C16H38AsIrN6O5Si2 (ωB97M-V with the def2-TZVPD basis set, the Open Molecules 2025 dataset).

Geometry as ORCA input:
```
! RIJCOSX wB97M-V def2-TZVPD def2/J DEFGRID3
* xyz 1 2
H -1.66 -2.48 -1.51
C 0.16 -0.50 -0.98
H 2.21 3.25 -1.58
C -1.71 3.04 2.74
C 0.04 0.46 -2.14
O -1.83 1.35 -3.94
H -1.30 -3.18 2.72
H -3.95 0.72 -1.00
H -4.00 2.10 -2.91
H 2.87 3.71 -0.07
C -1.87 4.01 1.57
H -0.93 -3.98 -2.09
H -2.60 1.17 2.56
H 4.89 -3.41 -2.08
H 2.56 -5.21 -3.05
O -1.88 5.21 1.81
C -1.93 1.63 -2.75
N 0.74 4.85 0.79
H -2.49 -4.00 -1.25
Si -0.69 -3.76 0.39
N -3.51 1.62 -0.87
C -3.21 2.24 -2.18
H 3.74 -2.09 -2.25
H 0.82 2.40 1.95
C 0.90 3.20 2.70
C 1.85 -4.67 -2.42
H -1.00 1.10 2.74
N 0.04 4.50 -1.36
H -4.16 2.21 -0.35
H 1.40 -3.88 -3.02
C 0.95 4.32 -0.40
N -0.97 1.43 -1.81
H -2.55 3.22 3.41
N -1.74 1.62 2.27
H -0.13 5.37 0.91
C -0.41 3.34 3.50
H 1.07 -5.37 -2.13
As 1.40 -2.58 0.43
Ir -1.42 1.52 0.17
H 1.68 2.88 3.39
H -1.23 -6.10 0.88
H 0.27 -6.02 -0.03
H 0.15 4.02 -2.23
O -0.60 -0.40 0.01
H -2.74 -3.56 1.76
H 4.09 -5.94 -0.36
C -0.30 -5.54 0.76
H -1.93 -1.99 1.57
H -0.92 4.54 -1.01
H -3.07 3.31 -2.02
H 3.97 -4.85 1.02
H 1.03 0.87 -2.34
C 4.13 -2.83 -1.56
C 3.41 -5.28 0.19
O -1.92 3.51 0.38
H -0.50 4.35 3.90
H -0.37 2.66 4.36
Si 2.77 -3.95 -0.96
H 2.49 4.37 1.83
H 2.61 -5.90 0.59
H 1.33 5.32 2.70
O 1.07 -1.39 -1.08
H 4.62 -2.30 -0.74
H -0.24 -0.11 -3.04
C -1.51 -3.53 -1.28
C -1.77 -3.05 1.74
N 2.07 3.63 -0.66
C 1.42 4.47 2.02
H 0.26 -5.65 1.70
*
```

Computed properties:
- LUMO (alpha / beta): -0.08199 / -0.09597 Eh
- HOMO-LUMO gap (alpha / beta): 7.92 / 7.79 eV
- Expectation value of S²: 0.75
- Relative energy (zero: lowest compared OMol25 entry of this formula, charge and spin): 4.74 kcal per mole

# C16H38Br6Cl4N2O2

A cluster of 7 separate species, C16H38Br6Cl4N2O2 in total in a non-equilibrium geometry (ωB97M-V with the def2-TZVPD basis set, the Open Molecules 2025 dataset).

Geometry as ORCA input:
```
! RIJCOSX wB97M-V def2-TZVPD def2/J DEFGRID3
* xyz 0 1
Cl -16.69 -3.55 -32.45
C -10.57 -9.02 -22.20
H -11.10 1.49 -27.69
C -15.29 7.97 -20.74
Br -17.53 -2.36 -23.68
C -17.76 -4.36 -31.28
H -17.39 -0.17 -22.33
H -13.04 2.23 -32.07
H -16.98 0.00 -24.16
H -12.41 -7.77 -22.63
Cl -24.91 -4.10 -22.40
H -13.35 3.00 -26.16
Br -19.07 2.17 -23.69
H -28.94 3.66 -24.11
Br -12.71 -10.22 -23.59
H -13.38 4.36 -27.18
H -25.31 -5.94 -23.99
H -11.90 4.35 -29.50
H -13.46 3.69 -31.13
H -12.08 3.64 -32.24
Br -8.78 -8.05 -22.26
H -26.58 -4.60 -23.94
Cl -18.29 -3.26 -30.04
C -12.79 3.48 -26.96
H -12.09 0.79 -28.60
Br -15.07 5.72 -18.98
C -17.62 -0.39 -23.37
O -30.36 2.34 -24.72
O -11.87 2.48 -30.50
H -26.86 2.61 -26.63
C -11.78 -8.51 -23.11
Cl -26.80 -6.28 -22.33
H -27.97 1.49 -23.97
C -27.97 1.90 -24.99
H -13.74 2.43 -28.48
H -29.16 3.48 -25.83
H -10.78 3.22 -29.00
H -13.93 7.90 -19.00
C -11.82 3.27 -29.33
H -17.13 -5.13 -30.85
H -11.33 -8.13 -24.03
H -28.46 1.17 -26.81
C -25.91 -5.26 -23.39
H -14.45 7.76 -21.40
H -18.54 -4.84 -31.87
C -12.71 2.64 -28.21
N -28.37 0.83 -25.87
C -26.67 2.45 -25.57
H -10.83 -8.94 -21.14
Br -15.85 9.88 -20.86
H -31.44 4.03 -24.14
H -10.24 -10.05 -22.31
H -25.81 1.78 -25.58
C -14.94 7.62 -19.31
H -26.38 3.41 -25.14
H -11.81 3.64 -26.51
C -19.03 0.14 -23.70
C -31.47 3.22 -24.87
H -19.75 -0.38 -23.06
H -31.48 3.62 -25.89
H -32.41 2.72 -24.66
C -29.10 2.92 -24.89
C -12.64 3.07 -31.50
H -16.18 7.41 -21.04
H -15.64 8.10 -18.62
H -19.13 -0.02 -24.77
H -29.34 0.77 -25.58
N -12.10 1.46 -27.85
*
```

Computed properties:
- LUMO: 0.01038 Eh
- HOMO-LUMO gap: 9.20 eV
- Relative energy (zero: lowest compared OMol25 entry of this formula, charge and spin): 0.00 kcal per mole
- SMILES string: COC[C@H](C)N.COC[C@H](C)N.BrCCBr.BrCCBr.BrCCBr.ClCCl.ClCCl

# C16H38CuN2O8

A structure of composition C16H38CuN2O8 in a non-equilibrium geometry (ωB97M-V with the def2-TZVPD basis set, the Open Molecules 2025 dataset).

Geometry as ORCA input:
```
! RIJCOSX wB97M-V def2-TZVPD def2/J DEFGRID3
* xyz -1 1
C -1.41 -1.90 -3.90
H -3.00 1.04 -0.71
H -2.73 -3.31 4.06
C 0.86 -2.35 2.67
H -3.88 -0.97 0.71
C 0.65 3.68 1.76
H 2.94 -0.75 -0.06
H 1.41 4.07 1.06
O -0.20 -2.37 -1.88
O 1.42 -3.18 3.48
H -2.38 -3.50 1.58
C 1.72 0.86 2.05
H 2.39 0.14 2.51
C 1.02 -1.22 -3.64
C -2.19 1.33 -0.04
H 2.79 0.46 -2.11
H -1.75 -0.88 -3.69
H 1.68 1.75 0.21
H -2.16 -2.61 -3.55
H -2.53 2.33 0.29
H -3.89 -3.62 0.68
C -0.85 1.89 -1.91
C -2.21 0.60 1.28
H 0.19 -3.22 -3.59
H -1.29 -2.04 -4.98
N -1.90 -0.84 1.21
H -1.61 -1.25 2.11
H 0.21 2.91 1.11
H 2.69 1.96 3.61
N 1.71 0.80 0.58
H 1.99 -1.44 -3.20
O 1.31 -2.37 1.44
H -3.22 0.63 1.73
C 3.04 0.33 0.08
O 3.34 2.28 -1.18
H -0.08 4.44 2.01
C 2.27 2.18 2.63
H 1.03 -1.20 -4.73
H -2.79 -1.90 -0.38
H 0.18 2.12 -2.20
Cu 0.23 -0.84 0.07
H 3.02 2.67 1.99
H 4.37 2.59 -2.98
H 2.66 3.07 -3.08
O -4.05 -2.79 2.55
H -2.66 -1.66 3.58
C -3.36 -2.48 3.75
H 0.75 0.60 2.47
H 3.77 0.65 0.83
C -3.31 -2.98 1.35
H 3.78 3.98 -2.16
H 4.41 0.49 -1.46
H -1.32 1.27 -2.68
C -0.08 -2.20 -3.28
C 3.39 0.87 -1.30
H -0.65 -3.19 -1.68
H 0.83 -0.26 -3.16
C 3.51 2.95 -2.41
O 1.28 3.18 2.92
O -0.93 1.34 -0.62
H -4.08 -2.26 4.54
O -0.40 -2.13 2.98
H -1.51 1.07 1.96
C -3.01 -1.63 0.67
H -1.40 2.84 -1.94
*
```

Computed properties:
- LUMO: 0.07999 Eh
- HOMO-LUMO gap: 4.13 eV
- Relative energy (zero: lowest compared OMol25 entry of this formula, charge and spin): 6.80 kcal per mole

# C16H38I2N2O9S3Si

A cluster of 4 separate species, C16H38I2N2O9S3Si in total in a non-equilibrium geometry (ωB97M-V with the def2-TZVPD basis set, the Open Molecules 2025 dataset).

Geometry as ORCA input:
```
! RIJCOSX wB97M-V def2-TZVPD def2/J DEFGRID3
* xyz 0 1
H -5.63 1.55 7.58
H 2.00 1.07 -3.94
H -0.39 6.26 -4.41
H -1.13 -2.89 4.40
C -5.06 0.69 7.92
H -3.18 1.67 7.50
H 4.02 8.21 -3.71
H 1.49 4.19 -8.15
H 1.36 -2.91 0.28
S 1.37 -2.00 -1.88
C -0.94 -3.75 3.76
H -0.29 6.47 -6.19
H 0.37 1.60 -4.67
I 3.13 4.14 -2.78
H 1.92 -3.52 -4.48
H -4.98 0.71 9.01
H -0.27 -2.43 -4.02
H -3.73 0.61 6.21
C 4.03 7.13 -3.56
S 0.96 -5.51 3.52
H 0.10 -1.64 0.05
O 1.39 -4.85 2.32
O 0.35 -3.18 -2.18
C 1.45 1.65 -4.68
N 2.05 4.69 -7.47
H -2.05 -5.41 2.93
C -0.03 -3.39 -3.56
H -1.42 -2.26 9.00
H -0.61 -3.38 2.79
H 2.84 -4.77 4.70
O -2.79 -0.28 7.83
C 2.09 2.45 -5.56
H -3.01 -3.96 3.29
H 1.32 -5.05 -3.83
H 3.67 6.91 -2.56
H 2.94 2.07 -6.13
H -0.63 -1.89 7.44
H -2.50 5.66 -6.36
C -3.68 0.73 7.29
H -2.46 -5.03 4.60
O 0.15 -4.47 4.40
O -2.93 -1.75 5.87
H 3.03 4.57 -7.70
C -1.45 -2.41 7.93
I 2.81 7.71 -6.26
H -0.95 -3.97 -3.50
O -4.05 -2.40 7.99
C -0.71 5.87 -5.38
H 2.97 -6.47 4.16
H -5.60 -0.22 7.64
H -0.66 3.96 -6.39
H 5.06 6.80 -3.67
H -0.46 3.83 -4.66
C 2.32 -5.72 4.61
S -2.97 -1.77 7.31
C -0.18 4.43 -5.53
O 0.24 -6.74 3.42
C -2.19 -4.59 3.63
C 1.03 -4.13 -4.35
Si 1.65 4.25 -5.83
H 1.95 -6.07 5.57
C 2.70 5.20 -4.56
H -2.62 5.50 -4.72
C 3.19 6.44 -4.61
O 0.88 -0.80 -2.50
H 0.64 -4.39 -5.33
H -1.44 -3.47 7.69
O 2.71 -2.43 -2.16
N -2.16 6.00 -5.47
H 1.82 -1.18 0.24
C 1.13 -1.93 -0.14
*
```

Computed properties:
- LUMO: 0.00862 Eh
- HOMO-LUMO gap: 8.15 eV
- Relative energy (zero: lowest compared OMol25 entry of this formula, charge and spin): 0.00 kcal per mole
- SMILES string: C=C[Si@@](N)(CCN)/C(I)=C(/C)I.CCOS(C)(=O)=O.CCOS(C)(=O)=O.CCOS(C)(=O)=O

# C16H38N4O

A cluster of 3 separate species, C16H38N4O in total in a non-equilibrium geometry (ωB97M-V with the def2-TZVPD basis set, the Open Molecules 2025 dataset).

Geometry as ORCA input:
```
! RIJCOSX wB97M-V def2-TZVPD def2/J DEFGRID3
* xyz 0 1
H -1.32 2.74 1.28
H 5.11 1.54 -0.40
H -0.29 4.96 1.00
H 2.25 0.72 -0.53
H 1.68 -1.63 -0.60
N -1.89 -5.08 -3.09
H -4.08 -4.14 -2.27
H -0.40 -4.56 -0.36
H 5.02 -1.20 1.20
H 5.85 0.00 2.20
N 3.07 0.78 1.37
H -3.26 0.12 0.39
C -1.06 -4.07 -1.05
H -0.40 0.96 -1.96
H 5.22 3.20 0.16
H 2.95 -0.75 2.75
N -2.70 2.95 -0.33
H -0.08 4.02 -0.48
H 3.66 2.64 2.08
C 5.01 -0.69 2.16
H -1.74 -2.83 0.54
H -2.48 -5.77 -3.54
H -4.46 0.65 1.55
C -1.85 3.51 0.70
C 1.93 -1.19 0.36
H 5.19 -1.45 2.93
C -0.82 4.50 0.17
H -2.22 -5.95 -1.18
H 5.82 1.91 1.18
H 2.94 2.65 0.51
H -0.43 1.35 -0.25
H -2.11 -4.20 -3.55
H 1.00 -0.93 0.87
H -1.31 5.30 -0.40
H -4.41 2.91 0.83
N -1.73 -2.91 -0.46
H 3.78 0.66 3.31
C -1.06 1.15 -1.11
H 3.71 -0.25 -0.38
C -3.84 2.22 0.20
H -1.61 0.22 -0.93
O -3.43 -1.77 -1.47
H -2.49 4.04 1.41
C -3.56 0.96 1.03
C -3.49 -4.20 -1.38
C 3.64 2.09 1.13
C -2.01 2.31 -1.44
C -2.96 -2.77 -1.13
H 2.45 -1.95 0.95
C -2.20 -4.98 -1.66
H -0.56 -3.66 -1.90
C 5.03 2.18 0.48
C 2.79 0.05 0.14
H -1.44 3.08 -1.96
C 3.67 0.01 2.44
H -2.75 1.97 -2.16
H -4.02 -4.52 -0.50
H -2.78 1.12 1.78
H -4.50 1.97 -0.62
*
```

Computed properties:
- LUMO: 0.02308 Eh
- HOMO-LUMO gap: 8.42 eV
- SMILES string: N[C@H]1CNC(=O)C1.CCN(CC)CC.CCN(CC)CC

# C16H38N6O12S

A structure of composition C16H38N6O12S in a non-equilibrium geometry (ωB97M-V with the def2-TZVPD basis set, the Open Molecules 2025 dataset).

Geometry as ORCA input:
```
! RIJCOSX wB97M-V def2-TZVPD def2/J DEFGRID3
* xyz 0 1
H 3.69 3.20 -0.42
H -2.47 2.13 -0.78
C 4.36 0.37 -0.79
C -3.84 -1.85 0.29
H -2.65 -4.75 1.50
N 0.47 -0.27 3.22
H 0.78 -2.63 -1.34
H -3.75 -1.25 1.20
H -2.92 -3.18 2.31
N 1.75 -2.77 0.51
H 1.97 -0.43 -0.57
H -4.03 -0.05 -3.88
H -4.46 1.71 -3.84
H 2.24 0.96 3.38
C 3.59 2.40 0.31
C -3.67 0.97 -3.74
C 1.56 4.03 -1.19
N -3.05 1.08 -2.41
H -2.43 -0.85 -2.24
C -1.99 0.14 -2.13
C 2.59 -2.00 1.25
C -1.90 -3.14 -0.55
O -4.01 3.01 -1.81
N -2.92 -2.99 0.35
N -0.07 -0.20 -0.57
O -0.71 -0.04 2.90
H 1.52 0.57 4.88
H 4.59 2.39 0.72
H 1.10 4.08 -2.18
H 4.01 -0.55 -1.27
O 3.41 -1.21 0.84
S -0.20 2.70 0.14
C 1.80 -2.76 -0.98
H -1.83 -2.34 -1.29
C -0.17 -0.29 0.93
C -3.20 2.13 -1.60
O 1.03 -1.39 3.08
H 2.37 -2.22 2.30
H 2.86 2.55 1.11
H 1.60 5.38 0.48
O 5.56 0.74 -0.73
C 0.89 5.12 -0.30
H -0.91 -1.05 1.17
H 2.17 -3.70 -1.40
H 2.63 4.19 -1.32
O 0.02 0.93 -1.08
H -4.89 -2.15 0.26
H 2.37 -1.90 -1.35
H -1.59 0.02 -1.13
H -3.66 -1.11 -0.49
H 0.82 -0.61 1.25
C 1.27 0.83 3.85
H -1.20 0.20 -2.88
C 0.77 -3.68 1.13
H -4.21 -4.13 1.65
C -3.19 -3.80 1.46
H 0.69 1.76 3.80
H 1.28 1.16 -0.71
C 2.00 0.58 -0.15
H 0.91 -3.67 2.21
H -0.16 -3.27 0.72
O 1.30 2.77 -0.60
O -0.18 4.37 0.17
H 0.45 6.00 -0.78
N 3.37 1.13 -0.24
H 0.93 -4.68 0.74
O -0.30 -1.26 -1.17
O -0.12 2.14 1.49
H -0.38 0.72 1.28
H 1.71 0.42 0.89
O -1.23 -4.18 -0.55
O -1.29 2.29 -0.78
H -2.88 1.18 -4.46
*
```

Computed properties:
- LUMO: -0.05017 Eh
- HOMO-LUMO gap: 6.79 eV
- Relative energy (zero: lowest compared OMol25 entry of this formula, charge and spin): 304.13 kcal per mole

no.,total energy (Eh)
1,-1910.04815
2,-4256.27140
3,-18177.13208
4,-2984.21597
5,-3498.47932
6,-926.64327
7,-2261.22727